# 1
DFT (wB97M-V/def2-TZVPD) results for a single C13H19NO5S molecule.

```
39
Properties=species:S:1:pos:R:3:forces:R:3:nbo_charge:R:1
C -0.067 -2.212 1.479 -0.04 -0.06 -0.24 -0.6115
C -0.562 -2.553 0.079 -0.12 -0.12 0.13 -0.4048
C -2.030 -2.983 0.054 0.10 0.32 -0.08 -0.3996
C -2.997 -1.812 0.250 0.12 -0.48 0.38 -0.2287
N -2.855 -0.835 -0.807 -0.10 0.87 -0.04 -0.8846
S -2.922 0.782 -0.396 0.08 -0.43 -0.21 2.3215
O -3.252 1.484 -1.600 0.19 -0.11 -0.16 -0.9390
O -3.730 0.980 0.775 0.32 -0.10 0.07 -0.9399
C -1.215 1.070 0.030 -0.63 -0.05 -0.05 -0.3748
C -0.267 1.013 -0.970 0.08 0.08 -0.03 -0.1458
C 1.075 1.154 -0.660 0.14 0.03 0.00 -0.3359
C 1.460 1.347 0.666 -0.35 0.05 0.15 0.4131
C 0.486 1.423 1.665 0.26 0.01 -0.15 -0.2857
C -0.849 1.282 1.346 -0.02 0.07 0.07 -0.1623
H -1.620 1.336 2.098 -0.03 0.00 0.15 0.2464
H 0.807 1.585 2.681 0.02 0.02 0.13 0.2316
O 2.744 1.480 1.090 -0.14 0.01 0.11 -0.4904
C 3.782 1.391 0.150 0.13 -0.02 -0.18 -0.1739
C 3.902 0.031 -0.538 0.04 0.19 -0.03 0.7659
O 4.499 -0.134 -1.568 0.01 0.10 0.00 -0.5892
O 3.295 -0.925 0.155 -0.08 0.13 0.38 -0.5034
C 3.339 -2.242 -0.383 0.17 -0.31 -0.29 -0.2692
H 4.270 -2.392 -0.934 -0.12 -0.05 0.08 0.2103
H 3.272 -2.927 0.459 -0.03 0.05 -0.03 0.1997
H 2.492 -2.389 -1.056 0.03 0.01 0.03 0.1934
H 4.703 1.557 0.719 -0.11 -0.03 -0.16 0.2317
H 3.711 2.167 -0.623 0.00 -0.18 0.09 0.2081
H 1.806 1.103 -1.453 0.05 0.02 -0.09 0.2275
H -0.591 0.864 -1.987 0.07 -0.05 -0.18 0.2393
H -3.359 -1.035 -1.655 -0.13 0.21 -0.21 0.4106
H -2.782 -1.285 1.181 -0.08 -0.19 0.13 0.2121
H -4.025 -2.188 0.312 0.09 0.15 0.07 0.1978
H -2.212 -3.719 0.839 -0.06 -0.10 -0.01 0.2053
H -2.250 -3.451 -0.907 -0.07 -0.11 0.00 0.2000
H 0.046 -3.366 -0.325 0.03 0.05 -0.09 0.1981
H -0.445 -1.685 -0.572 0.09 -0.06 -0.09 0.2105
H -0.675 -1.430 1.925 -0.01 0.08 0.14 0.2020
H 0.959 -1.855 1.443 0.12 0.08 0.09 0.2132
H -0.108 -3.090 2.121 0.01 -0.08 0.12 0.2007
```
Positions in Å, forces in eV/Å.

Summary:
E_HOMO: -9.126 eV
SMILES string: CCCCNS(=O)(=O)c1ccc(OCC(=O)OC)cc1
Max |F|: 0.87 eV Å⁻¹
Net charge: 0
Energy above the lowest of the compared OMol25 structures with the same formula, charge and spin: 40.9 kJ/mol
DFT total energy: -1335.90025 hartree

***

# 2
DFT (wB97M-V/def2-TZVPD) results for a molecular structure, C13H20AuN3P2Se in a non-equilibrium geometry.

```
40
Properties=species:S:1:pos:R:3:forces:R:3:nbo_charge:R:1
Au -0.305 0.305 -0.067 1.16 0.37 -0.24 0.9463
C 3.183 0.851 0.932 -0.36 -0.12 0.13 -0.9450
P 2.069 0.248 -0.369 0.74 0.51 -0.60 0.9769
C 2.945 -1.207 -1.018 -0.48 -0.14 0.21 -0.9447
C 2.225 1.496 -1.709 0.09 -0.09 0.02 -0.7207
C 1.560 2.811 -1.311 -0.16 -0.07 0.08 -0.7401
P -0.166 2.524 -0.725 0.24 0.94 -0.15 1.1285
C -1.254 2.908 -2.119 -0.04 -0.31 0.11 -0.9631
C -0.530 3.731 0.570 -0.06 -0.29 0.03 -0.9643
H 4.178 0.958 0.490 -0.09 -0.05 0.05 0.2704
H 3.216 0.118 1.738 0.08 0.06 0.04 0.2779
H 2.869 1.810 1.341 -0.05 -0.03 0.01 0.2612
H 3.996 -0.951 -1.184 -0.18 0.06 0.02 0.2804
H 2.495 -1.527 -1.958 0.09 0.01 -0.01 0.2529
H 2.887 -2.027 -0.299 0.04 0.02 -0.06 0.2762
H 1.755 1.078 -2.606 0.09 0.03 0.05 0.2534
H 3.287 1.651 -1.925 -0.09 -0.04 -0.05 0.2747
H 1.511 3.498 -2.165 0.02 -0.07 0.18 0.2845
H 2.122 3.310 -0.515 -0.12 -0.03 -0.07 0.2631
H -0.997 3.895 -2.515 0.00 -0.08 0.14 0.2762
H -2.292 2.897 -1.780 0.07 -0.01 -0.03 0.2928
H -1.135 2.164 -2.908 -0.02 0.04 -0.01 0.2694
H -0.389 4.741 0.175 -0.01 -0.12 -0.02 0.2806
H 0.124 3.582 1.432 -0.06 0.02 -0.06 0.2679
H -1.570 3.600 0.879 0.08 0.06 0.01 0.2879
N -3.362 0.662 0.105 -1.45 0.21 0.07 -0.3004
C -2.231 0.539 0.045 0.28 0.25 -0.03 -0.1582
Se 0.078 -3.318 -1.606 -0.35 1.92 1.20 0.8890
N -0.633 -1.652 0.183 0.94 -1.61 -1.28 -0.7460
C -1.395 -2.381 0.892 0.31 -0.14 -0.37 0.2828
C -2.195 -2.007 2.034 -0.31 0.03 0.59 -0.2882
C -2.946 -2.921 2.711 0.62 1.26 -0.35 -0.0871
C -2.970 -4.286 2.337 0.83 -1.39 -1.48 -0.1553
C -2.234 -4.728 1.262 -1.73 -0.50 1.98 -0.1966
C -1.481 -3.825 0.501 0.80 -0.75 -1.85 0.1449
N -0.886 -4.222 -0.593 -0.88 0.00 1.69 -0.5363
H -2.172 -0.968 2.332 -0.05 -0.03 0.04 0.2394
H -3.534 -2.609 3.564 0.01 0.12 -0.03 0.2525
H -3.582 -4.982 2.892 0.03 -0.05 0.04 0.2544
H -2.240 -5.766 0.959 -0.04 0.03 0.01 0.2616
```
Positions in Å, forces in eV/Å.

Summary:
E_HOMO (spin up / spin down): -14.539 / -14.539 eV
Max |F|: 2.68 eV Å⁻¹
Net charge: +2
DFT total energy: -3890.82371 hartree

***

# 3
DFT (wB97M-V/def2-TZVPD) results for a molecular structure, C13H20BCeN7OP in a non-equilibrium geometry.

```
44
Properties=species:S:1:pos:R:3:forces:R:3:mulliken_charge:R:1
Ce 1.909 -0.591 -0.452 0.57 0.88 0.79 1.3629
C -1.903 3.007 1.989 -1.52 1.31 0.52 -0.7930
N -0.605 2.393 1.842 1.72 -1.30 -1.67 0.2462
C 0.614 2.935 2.257 -1.07 -0.49 1.13 -0.4890
C 1.595 2.186 1.703 0.55 0.40 -1.85 -0.4287
N 1.029 1.306 0.770 0.55 -0.65 1.06 0.2283
C -0.294 1.371 0.929 -0.33 1.17 0.77 0.0562
P -1.506 0.192 0.221 -1.34 -0.34 0.18 -0.2808
C -1.059 0.038 -1.564 0.60 0.03 0.12 -0.0990
N 0.220 -0.242 -1.957 -1.32 0.23 -1.69 0.2093
C 0.192 -0.140 -3.384 -0.79 0.09 2.91 -0.5123
C -1.054 0.209 -3.726 -0.99 0.16 -3.35 -0.5265
N -1.869 0.281 -2.644 3.47 -0.18 1.91 0.2320
C -3.201 0.754 -2.592 -2.03 0.34 1.18 -0.6936
C -0.947 -1.456 0.909 0.09 -0.46 -0.35 0.0028
N 0.350 -1.780 1.097 0.38 -0.69 0.75 0.0187
C 0.361 -2.952 1.924 -0.48 0.81 -1.06 -0.5900
C -0.929 -3.325 2.145 -0.69 0.41 -0.99 -0.3057
N -1.766 -2.419 1.417 2.84 -0.37 1.38 0.2053
C -3.175 -2.580 1.207 -1.58 1.67 -0.58 -0.7225
H -1.863 4.063 1.614 0.11 -0.90 0.47 0.3708
H -2.306 3.012 3.039 0.73 -0.12 -0.95 0.3362
H -2.633 2.500 1.351 0.20 -0.09 0.20 0.3014
H 0.702 3.717 3.039 -0.28 -0.51 -0.86 0.4400
H 2.659 2.395 1.690 -0.17 -0.24 0.30 0.4127
H 1.026 -0.315 -3.967 1.44 -0.18 -1.10 0.6135
H -1.416 0.407 -4.781 0.31 -0.30 1.60 0.4285
H -3.307 1.396 -1.699 0.01 -0.10 -0.57 0.3124
H -3.879 -0.095 -2.414 0.05 0.33 -0.51 0.3152
H -3.459 1.331 -3.478 0.02 -0.24 0.01 0.3575
H 1.253 -3.497 2.220 -0.10 0.44 -0.03 0.4555
H -1.311 -4.197 2.706 0.09 0.78 -0.55 0.4441
H -3.373 -2.281 0.162 -0.11 -0.33 0.45 0.2905
H -3.762 -1.886 1.847 0.38 -0.54 -0.20 0.3285
H -3.528 -3.589 1.347 0.27 -0.31 0.16 0.3590
O 3.180 -1.545 -2.409 0.26 1.08 0.36 -0.5254
H 2.762 -1.989 -3.157 0.31 -0.29 -0.30 0.3260
H 3.932 -0.970 -2.738 -1.00 -0.91 0.28 0.3770
B 4.766 0.306 1.027 0.30 -0.65 0.10 -0.1159
C 4.187 0.782 -0.297 -1.22 0.52 -3.48 0.5528
N 3.634 0.950 -1.366 0.67 -1.04 3.89 -0.5965
H 3.917 -0.370 1.681 -0.52 0.23 -0.48 0.0169
H 5.216 1.170 1.685 -0.33 0.60 0.47 0.0466
H 5.644 -0.479 0.807 -0.06 -0.23 -0.40 0.0321
```
Positions in Å, forces in eV/Å.

Summary:
E_HOMO (spin up / spin down): -18.823 / -18.823 eV
Max |F|: 4.08 eV Å⁻¹
Net charge: +3
DFT total energy: -1806.19658 hartree

***

# 4
DFT (wB97M-V/def2-TZVPD) results for a molecular structure, C13H20Br21N4O3PSi.

```
63
Properties=species:S:1:pos:R:3:forces:R:3:nbo_charge:R:1
C 7.491 -1.558 0.896 -0.06 0.28 -0.29 -1.1072
Si 7.036 -1.177 -0.877 0.46 -0.20 -0.06 1.5711
C 7.364 -2.665 -1.976 -0.35 0.67 0.23 -1.1027
C 8.081 0.240 -1.526 -0.22 -0.48 -0.09 -1.1019
C 5.176 -0.755 -0.979 0.46 -0.10 0.09 -0.0435
N 4.438 -1.333 -1.936 -0.54 0.12 -0.06 -0.1767
N 3.154 -1.062 -1.963 0.44 -0.05 -0.06 -0.1981
C 2.687 -0.233 -1.031 -0.28 0.22 0.04 0.3431
C 1.206 0.013 -1.050 0.15 -0.49 -0.04 -0.8576
P 0.391 -1.511 -0.465 0.49 -0.80 0.25 2.3451
O 1.338 -2.533 0.001 0.16 0.20 0.03 -1.0979
O -0.542 -2.022 -1.660 0.08 0.48 0.09 -0.9741
O -0.629 -1.086 0.669 -0.35 0.35 -0.35 -0.9819
N 3.411 0.389 -0.110 0.46 -0.09 0.06 -0.1957
N 4.702 0.114 -0.083 -0.55 0.10 -0.02 -0.1860
H 7.469 -0.653 1.501 -0.09 0.03 0.13 0.2492
H 6.854 -2.315 1.344 -0.06 -0.08 0.08 0.2436
H 8.520 -1.917 0.886 0.08 -0.11 0.08 0.2359
H 8.414 -2.678 -2.257 0.15 -0.18 0.07 0.2366
H 7.076 -3.578 -1.463 0.05 -0.23 -0.12 0.2407
H 6.773 -2.541 -2.881 -0.06 -0.20 -0.11 0.2508
H 8.123 0.149 -2.611 -0.08 0.20 -0.12 0.2380
H 9.097 0.074 -1.170 0.10 0.16 0.13 0.2378
H 7.740 1.229 -1.243 0.03 0.13 0.05 0.2474
H 0.940 0.844 -0.408 -0.04 0.16 -0.01 0.2810
H 0.911 0.183 -2.082 -0.19 0.23 -0.01 0.2653
H 0.049 -2.161 -2.413 -0.18 -0.26 -0.25 0.5073
H -0.465 -1.657 1.426 -0.06 -0.12 0.29 0.5237
C 7.887 4.231 0.791 -0.04 -0.01 0.08 -0.5039
Br 7.127 5.465 -0.476 0.01 -0.01 0.00 0.0870
Br 6.653 2.824 1.232 0.02 -0.01 -0.18 0.1064
Br 9.574 3.541 0.174 -0.01 0.00 0.00 0.0883
H 8.083 4.784 1.697 0.02 0.01 0.01 0.2241
C -4.327 -0.882 -2.138 0.18 -0.17 0.11 -0.5035
Br -5.656 -0.871 -0.750 -0.06 0.04 -0.02 0.1037
Br -5.111 -0.614 -3.878 0.33 -0.87 -0.36 0.1084
Br -2.931 0.391 -1.791 0.00 -0.03 0.02 0.1013
H -3.873 -1.862 -2.143 0.02 -0.01 0.00 0.2344
C 9.286 1.516 4.745 -0.02 0.02 -0.04 -0.5011
Br 10.200 3.182 5.043 -0.01 0.00 -0.02 0.0880
Br 7.378 1.748 4.778 0.03 -0.04 0.08 0.0975
Br 9.869 0.674 3.117 -0.01 0.01 0.01 0.0940
H 9.545 0.855 5.558 0.01 0.00 0.03 0.2254
C -6.207 2.229 -3.061 -0.16 0.46 0.23 -0.5120
Br -7.668 2.447 -1.831 -0.05 0.04 0.02 0.0859
Br -6.772 2.451 -4.887 0.03 -0.04 0.07 0.0829
Br -4.734 3.386 -2.626 -0.14 0.23 -0.08 0.0824
H -5.854 1.213 -2.959 -0.21 0.44 0.09 0.2072
C -9.041 -3.024 1.000 -0.04 -0.03 0.04 -0.5049
Br -8.121 -2.726 2.663 0.00 0.01 -0.02 0.0949
Br -9.436 -1.362 0.118 0.05 0.15 -0.07 0.0869
Br -8.072 -4.220 -0.151 -0.01 0.03 0.01 0.1000
H -9.986 -3.494 1.232 -0.03 0.01 0.01 0.2289
C -9.826 2.139 2.249 0.10 -0.01 0.00 -0.5065
Br -10.263 3.328 3.694 -0.01 -0.02 -0.05 0.1024
Br -10.544 2.747 0.571 -0.12 -0.03 -0.03 0.0907
Br -7.933 1.851 2.100 0.05 -0.03 0.08 0.1045
H -10.285 1.186 2.469 0.02 -0.03 0.03 0.2162
C -13.038 -0.546 1.379 0.07 0.06 -0.05 -0.5070
Br -13.051 -2.393 0.847 -0.05 -0.08 0.05 0.0870
Br -14.067 0.535 0.172 -0.03 0.00 0.03 0.1041
Br -13.591 -0.320 3.207 0.03 0.01 -0.03 0.0962
H -12.013 -0.207 1.311 0.03 -0.02 -0.04 0.2169
```
Positions in Å, forces in eV/Å.

Summary:
E_HOMO: -9.465 eV
Max |F|: 1.00 eV Å⁻¹
Net charge: 0
DFT total energy: -55637.23432 hartree

***

# 5
DFT (wB97M-V/def2-TZVPD) results for 7 unconnected molecules or ions with the total composition C13H20Cl8F2O9 in a non-equilibrium geometry.

```
52
Properties=species:S:1:pos:R:3:forces:R:3:nbo_charge:R:1
C 0.732 1.064 -4.945 1.14 -0.94 0.07 -0.2560
O -0.520 0.598 -4.428 -0.27 0.09 0.63 -0.5075
C -0.710 -0.003 -3.218 0.33 -0.69 1.35 1.0004
O 0.097 -0.225 -2.299 -2.35 0.75 -2.90 -0.6269
O -2.066 -0.327 -3.245 1.86 0.47 -1.29 -0.5152
C -2.746 -1.021 -2.235 0.00 -0.68 0.99 -0.2591
H 0.661 1.369 -5.989 -1.01 0.14 0.19 0.2021
H 1.429 0.230 -5.025 0.09 -0.14 0.48 0.1895
H 1.234 1.871 -4.411 -0.50 -0.06 0.46 0.1921
H -2.602 -0.471 -1.305 -0.47 -0.35 0.16 0.1949
H -2.535 -2.083 -2.115 1.44 0.01 0.07 0.1832
H -3.779 -1.211 -2.526 -0.24 1.39 -0.18 0.2024
C -1.696 6.367 -1.998 -0.18 1.73 -1.14 -0.1263
C -3.167 6.118 -2.138 0.24 -0.32 2.21 0.4390
O -3.466 5.450 -0.874 0.71 0.36 0.66 -0.5096
C -2.271 5.107 -0.220 0.72 -1.30 -0.44 0.9757
O -2.084 4.537 0.836 -1.08 1.79 -2.81 -0.5363
O -1.252 5.404 -1.142 -0.08 -1.42 2.78 -0.4936
F -3.265 5.242 -3.119 -1.08 -1.56 -1.49 -0.3273
H -1.493 7.352 -1.579 0.22 0.22 -0.33 0.1849
H -1.286 6.181 -2.991 0.40 0.47 0.18 0.2164
H -3.870 6.931 -2.317 0.15 0.02 0.36 0.1771
C 3.156 1.554 2.906 2.38 -1.54 -0.20 -0.1305
C 4.480 0.898 2.403 -0.12 -0.22 0.09 0.4340
O 4.774 -0.016 3.451 0.57 -0.92 -2.32 -0.4813
C 4.140 0.326 4.556 1.84 -1.13 4.51 0.9669
O 4.364 -0.220 5.665 -1.51 2.19 -4.25 -0.5793
O 3.439 1.427 4.309 -1.59 1.58 1.20 -0.4847
F 5.559 1.778 2.337 -1.03 -0.07 0.27 -0.3482
H 2.273 0.928 2.783 0.05 0.27 -0.86 0.2128
H 3.155 2.517 2.395 -0.56 0.43 1.14 0.2312
H 4.431 0.472 1.401 -0.04 -0.59 0.39 0.1789
C 8.814 -0.176 -3.266 1.52 -0.16 -0.38 -0.4240
Cl 7.288 0.274 -3.940 -0.72 0.36 -0.08 0.0009
Cl 8.693 -1.236 -1.850 0.03 0.17 -0.25 -0.0183
H 9.378 -0.652 -4.068 -0.24 -0.55 0.27 0.2196
H 9.446 0.681 -3.033 -0.60 0.18 0.44 0.2220
C -8.085 -0.851 4.793 0.74 -0.64 1.05 -0.4253
Cl -6.618 -0.031 4.261 0.25 -0.04 -0.15 -0.0237
Cl -9.500 0.020 4.366 -1.10 0.45 -0.53 0.0053
H -8.097 -1.874 4.418 -0.05 0.29 -0.22 0.2236
H -8.064 -0.880 5.882 0.16 -0.07 -0.16 0.2199
C -3.988 -6.792 4.472 0.54 -0.20 -0.82 -0.3699
Cl -2.990 -5.765 3.296 -0.73 -0.78 1.27 -0.0630
Cl -5.611 -7.022 3.849 -0.37 0.21 0.01 -0.0152
H -3.574 -7.800 4.492 0.38 0.41 -0.03 0.2226
H -4.032 -6.379 5.480 0.18 0.35 -0.43 0.2256
C 2.282 -5.834 -0.706 0.75 -0.12 -0.23 -0.3742
Cl 3.569 -5.617 -1.939 -0.50 0.20 0.01 -0.0432
Cl 1.664 -7.528 -0.820 0.18 1.12 0.45 -0.0306
H 2.823 -5.588 0.208 -0.42 -0.77 0.22 0.2237
H 1.487 -5.096 -0.815 -0.01 -0.41 -0.45 0.2244
```
Positions in Å, forces in eV/Å.

Summary:
E_HOMO: -10.899 eV
SMILES string: O=C1OC[C@@H](F)O1.O=C1OC[C@@H](F)O1.COC(=O)OC.ClCCl.ClCCl.ClCCl.ClCCl
Max |F|: 5.01 eV Å⁻¹
Net charge: 0
Energy above the lowest of the compared OMol25 structures with the same formula, charge and spin: 201.8 kJ/mol
DFT total energy: -5065.69848 hartree

***

- Which of these has the lowest max |F|?
  C13H19NO5S

***

- Among the records above, which one has the highest max |F|?
  C13H20Cl8F2O9

***

- The lowest max |F| belongs to which entry?
  C13H19NO5S

***

- Which of these has the lowest DFT total energy?
  C13H20Br21N4O3PSi